1.
A structure of composition C10H12BrEuNP in a non-equilibrium geometry. Source: the OMol25 dataset; level of theory: ωB97M-V/def2-TZVPD.

Calculated values
LUMO (alpha / beta): 0.186 / -2.415 eV
⟨S²⟩: 12.0384
Kohn-Sham gap (alpha / beta): 4.41 / 4.87 eV
Spin multiplicity: 7

Geometry as XYZ:
```
26
Properties=species:S:1:pos:R:3:forces:R:3
C -0.89875 -0.16920 -3.35045 -2.10 1.68 -0.48
C -1.64392 1.01863 -3.17630 0.78 -2.00 0.10
C -0.74789 2.04333 -2.69799 0.64 -0.58 0.66
C 0.57502 1.47942 -2.67506 -0.65 -1.20 0.04
C 0.47533 0.11775 -3.03459 0.99 2.03 -0.06
Eu -0.89571 -1.49327 0.34834 -0.49 2.09 0.01
P -0.44010 -3.96092 -0.67738 -0.39 -0.24 0.22
H -1.25715 -1.08689 -3.81874 0.02 0.26 0.40
H -2.71017 1.11637 -3.27310 -0.10 0.04 -0.17
H -1.05331 2.99353 -2.22188 0.29 -0.58 -0.69
H 1.30407 -0.55779 -3.23061 -0.13 0.13 0.34
H 1.45575 1.98198 -2.33229 0.27 0.12 -0.01
H 0.74664 -4.54852 -1.13629 -0.18 -0.72 0.03
H -1.62307 -4.53776 -1.26656 0.79 -0.30 0.30
H -0.56992 -4.20823 0.80097 0.11 -0.24 -1.26
Br 0.64393 -1.16045 5.25301 -0.01 0.36 -0.38
C 0.63414 0.03400 3.75608 0.15 0.61 0.13
C 0.94841 1.38108 3.89599 -0.11 -2.09 1.67
C 0.91864 2.23104 2.78892 -0.28 0.92 -2.43
C 0.59011 1.69295 1.54809 0.26 -0.62 1.17
N 0.34997 0.38265 1.44247 -0.74 0.18 -2.84
C 0.30046 -0.46437 2.48539 -0.19 -1.05 1.18
H 1.19860 1.74662 4.88502 0.00 0.02 -0.11
H 1.16466 3.27804 2.84672 -0.01 0.12 0.23
H 0.51264 2.21816 0.59793 0.19 0.31 0.37
H 0.02163 -1.52814 2.24232 0.87 0.75 1.58
```
Forces are in eV/Å.

---

2.
An isolated molecule of C10H12Cl3NO in a non-equilibrium geometry. Source: the OMol25 dataset; level of theory: ωB97M-V/def2-TZVPD.

Calculated values
LUMO: -0.992 eV
Structure (SMILES): CC1=C[C@](C)(C(Cl)(Cl)Cl)[C@H](C)C=C1N=O
Energy relative to the best compared isomer or geometry (same formula, charge and spin): 26.5 kcal/mol
Kohn-Sham gap: 7.79 eV

Geometry as XYZ:
```
27
Properties=species:S:1:pos:R:3:forces:R:3
C 1.37117 1.06672 2.70147 -0.99 2.79 2.89
C 0.50571 0.60522 1.63839 -0.36 -2.69 -3.24
C 1.12394 -0.22972 0.71121 -1.76 1.26 1.34
C 0.46054 -0.67619 -0.59749 -0.23 1.31 1.34
C 0.75351 -2.17372 -0.85488 0.69 1.35 0.35
C 1.04334 0.33043 -1.62897 2.18 0.77 0.47
Cl 0.62756 0.12770 -3.28124 -0.14 -0.30 -0.89
Cl 0.82927 2.09573 -1.21154 -0.42 -0.91 -0.19
Cl 2.96339 0.19329 -1.58559 -1.21 -0.29 -0.07
C -1.08464 -0.55617 -0.45333 -0.73 -0.09 0.82
C -1.81437 -0.70745 -1.76249 -0.74 -0.43 0.27
C -1.68611 0.61422 0.27956 2.77 0.70 1.87
C -0.91452 1.06905 1.37917 -0.97 -0.87 -3.85
N -1.37667 2.15777 2.07522 -0.74 2.29 1.61
O -2.17246 2.93836 1.54835 0.99 -1.52 0.15
H 0.85798 1.04780 3.73543 0.77 0.06 -1.52
H 2.27065 0.50090 2.76230 0.65 -0.39 -0.03
H 1.63373 2.16331 2.51520 -0.24 -1.28 0.36
H 2.18721 -0.46996 0.84668 -0.64 0.02 -0.04
H 1.33240 -2.23183 -1.75305 0.72 -0.56 -0.32
H -0.15970 -2.69663 -1.01511 -0.64 -0.52 -0.03
H 1.26244 -2.53880 0.05080 -0.04 -0.24 -0.73
H -1.29645 -1.39715 0.27625 -0.01 0.41 -0.94
H -2.81616 -1.05915 -1.58522 -0.61 0.02 0.21
H -1.88601 0.21236 -2.32800 0.13 0.20 0.00
H -1.37406 -1.45619 -2.36735 0.51 -0.65 -0.79
H -2.64167 1.07010 -0.09576 1.06 -0.47 0.95
```
Forces are in eV/Å.

---

3.
A structure of composition C10H12ClIrNP in a non-equilibrium geometry. Source: the OMol25 dataset; level of theory: ωB97M-V/def2-TZVPD.

Calculated values
LUMO (alpha / beta): -3.049 / -7.385 eV
⟨S²⟩: 8.8011
Kohn-Sham gap (alpha / beta): 5.51 / 3.93 eV
Spin multiplicity: 6
Total charge: +1

Geometry as XYZ:
```
26
Properties=species:S:1:pos:R:3:forces:R:3
C 1.44099 1.36407 -1.92895 -1.01 0.55 -0.27
C 2.31858 2.32201 -1.30739 -0.79 -2.09 0.36
C 1.50776 3.38603 -0.82892 -2.10 0.91 -1.28
C 0.21713 3.30707 -1.47682 2.45 -0.25 1.21
C 0.13959 2.02481 -2.10201 1.73 -0.81 0.36
Ir 0.53379 -1.52735 -0.22663 -1.21 2.20 2.84
P 1.87276 -2.24045 -1.64885 3.85 -1.80 -4.40
H 1.66123 0.35113 -2.28422 0.12 1.02 -0.11
H 3.38619 2.15847 -1.12262 -0.54 0.22 -0.05
H 1.81295 4.14452 -0.11524 0.02 0.05 -0.41
H -0.72670 1.58016 -2.58875 0.25 0.22 0.09
H -0.50942 4.09355 -1.51574 -0.32 0.04 0.25
H 2.66450 -3.37730 -1.27659 -0.29 0.45 -0.26
H 2.90566 -1.34822 -2.20610 -0.87 -1.01 0.32
H 1.20519 -2.75092 -2.82443 0.69 0.25 0.36
Cl -2.62884 -4.04498 2.63307 -0.12 0.49 -0.07
C -2.17116 -2.41351 2.25627 1.34 -0.63 -1.33
C -2.50372 -1.34121 3.10106 -0.70 -1.14 0.82
C -2.09659 -0.04945 2.76432 1.99 1.41 -2.27
C -1.25340 0.12798 1.65077 -2.04 1.62 2.62
N -0.87391 -0.95658 0.94477 0.96 0.92 -1.62
C -1.38796 -2.19050 1.12529 -2.82 -2.39 2.29
H -3.08480 -1.55898 3.99024 0.05 0.17 -0.13
H -2.38011 0.81956 3.34722 0.00 -0.17 -0.04
H -0.85195 1.07787 1.28440 -0.33 -0.28 0.41
H -1.19774 -2.95778 0.35586 -0.31 0.05 0.33
```
Forces are in eV/Å.

---

4.
An isolated molecule of C10H12ClNOS in a non-equilibrium geometry. Source: the OMol25 dataset; level of theory: ωB97M-V/def2-TZVPD.

Calculated values
LUMO: 0.153 eV
Structure (SMILES): C/C(=C\C(=O)c1sccc1Cl)N(C)C
Energy relative to the best compared isomer or geometry (same formula, charge and spin): 56.7 kcal/mol
Kohn-Sham gap: 7.96 eV

Geometry as XYZ:
```
26
Properties=species:S:1:pos:R:3:forces:R:3
C -1.14096 1.31655 1.77646 0.53 -0.05 -1.43
C -0.48957 0.06551 1.18767 1.14 -0.41 -1.42
C 0.30549 0.13561 0.05338 -0.35 0.00 1.62
C 0.48782 1.35936 -0.78134 -2.00 -0.72 -1.41
O -0.51323 1.78175 -1.37789 1.57 0.38 0.97
C 1.83990 1.87288 -1.10983 0.44 -0.18 0.60
S 3.28677 0.84969 -0.90337 -0.48 1.78 -0.39
C 4.30966 2.19006 -1.35680 0.13 0.49 -0.41
C 3.60090 3.34245 -1.61968 -0.24 -0.01 -0.10
C 2.17749 3.15460 -1.46054 0.72 -0.41 -0.10
Cl 1.06536 4.46696 -1.68399 0.34 -0.42 0.08
N -0.64735 -1.15644 1.85833 -0.59 0.01 0.82
C -1.94858 -1.51408 2.54153 0.75 0.84 -2.32
C 0.32782 -2.24604 1.69675 -0.35 0.35 0.06
H -0.88040 2.22363 1.16587 -0.21 -0.97 0.65
H -2.20899 1.20448 1.72492 -0.61 0.06 0.11
H -0.84565 1.46242 2.80202 0.14 0.00 0.40
H 0.78198 -0.75188 -0.37591 -0.15 0.20 0.32
H 5.40792 2.07668 -1.49477 -1.13 -0.05 0.27
H 3.98387 4.32747 -1.96772 -0.04 -1.07 0.43
H -2.83536 -1.34846 1.89485 0.59 -0.02 0.06
H -2.09323 -0.94392 3.40776 -0.12 0.93 1.38
H -1.96980 -2.54118 2.81154 0.35 -0.90 0.13
H 0.04954 -2.89730 0.85764 0.12 -0.14 0.12
H 1.32606 -1.82788 1.47401 -0.49 -0.12 0.25
H 0.38113 -2.84432 2.63772 -0.08 0.44 -0.73
```
Forces are in eV/Å.

---

5.
An isolated molecule of C10H12F4S in a non-equilibrium geometry. Source: the OMol25 dataset; level of theory: ωB97M-V/def2-TZVPD.

Calculated values
LUMO: 0.646 eV
Structure (SMILES): FC1(F)S[C@@H]2CC/C=C\CC[C@@H]2C1(F)F
Energy relative to the best compared isomer or geometry (same formula, charge and spin): 2.0 kcal/mol
Kohn-Sham gap: 10.06 eV

Geometry as XYZ:
```
27
Properties=species:S:1:pos:R:3:forces:R:3
F -3.61082 -1.60097 0.05606 -0.14 -0.19 0.07
C -2.46390 -1.89955 0.69542 -0.52 -1.16 1.92
F -2.77511 -2.88177 1.68045 0.20 1.62 -1.30
S -1.19631 -2.53263 -0.30811 0.57 -1.60 -1.13
C -0.31126 -0.98897 -0.62779 0.32 -0.24 3.12
C 1.15858 -1.16014 -0.28711 -0.04 -0.26 -1.25
C 2.07547 -0.35003 -1.22772 0.38 1.20 0.32
C 2.50667 0.97087 -0.59451 0.67 0.11 1.31
C 1.70920 2.00680 -0.32985 1.94 -2.42 -0.14
C 0.30275 1.92685 -0.49355 -2.47 -0.06 -2.83
C -0.40677 1.30785 0.70395 0.35 0.42 0.79
C -1.11576 0.04303 0.11664 -2.41 2.15 1.05
C -1.86621 -0.62038 1.25825 -0.31 1.03 0.11
F -2.88886 0.23092 1.67749 1.20 -0.93 0.31
F -0.97736 -0.87764 2.27159 -1.11 0.02 -0.12
H -0.29049 -0.81464 -1.62463 -0.60 0.51 -3.15
H 1.33784 -2.20669 -0.54813 0.36 -0.05 0.56
H 1.39923 -0.93400 0.73781 0.03 -0.29 0.44
H 2.97978 -0.92539 -1.27792 0.48 -0.35 -0.58
H 1.67230 -0.18701 -2.26035 0.19 -0.34 0.87
H 3.44557 0.98583 0.02665 -0.50 -0.19 -1.33
H 2.06521 2.71763 0.34782 0.63 1.38 0.74
H -0.02248 1.31414 -1.42362 0.92 0.99 1.26
H -0.03413 2.91435 -0.75565 -0.78 0.56 0.23
H 0.33103 1.06385 1.53378 -0.75 -0.12 -1.22
H -1.04517 2.10124 1.21326 0.06 -1.45 -0.86
H -1.97898 0.39646 -0.56024 1.34 -0.34 0.80
```
Forces are in eV/Å.